1.
Density functional theory data (the ωB97M-V functional and the def2-TZVPD basis) for a molecular structure, C6H10.

The geometry in ORCA input format:
```
! RIJCOSX wB97M-V def2-TZVPD def2/J DEFGRID3
* xyz 0 1
C -0.01700 0.98838 -0.90284
C 0.41817 0.55503 0.42574
C -0.59942 0.55872 1.55779
C 0.72253 -1.66292 0.13480
C 0.04858 -1.55404 -1.04526
C -0.48532 -0.84383 -1.92478
H 0.33130 1.85780 0.02320
H -1.03446 1.33763 -1.04317
H 0.72165 1.26020 -1.64910
H 1.47476 0.60365 0.66687
H -0.68490 -0.42202 2.02780
H -0.35113 1.28337 2.34086
H -1.58925 0.81350 1.16277
H 1.79967 -1.83257 0.09649
H 0.23292 -2.09885 1.00407
H -0.98811 -0.84404 -2.87523
*
```

The gap between HOMO and LUMO is 8.891 eV. The energy comes out at -6378.079 eV. Its HOMO energy is -7.9 eV.

For each atom in turn, the Löwdin charge in e is: atom 1 (C): -0.15, atom 2 (C): -0.31, atom 3 (C): -0.09, atom 4 (C): -0.09, atom 5 (C): -0.24, atom 6 (C): 0.02, atom 7 (H): 0.17, atom 8 (H): 0.09, atom 9 (H): 0.10, atom 10 (H): 0.12, atom 11 (H): 0.06, atom 12 (H): 0.08, atom 13 (H): 0.08, atom 14 (H): 0.07, atom 15 (H): 0.06, atom 16 (H): 0.04


2.
Density functional theory data (the ωB97M-V functional and the def2-TZVPD basis) for 11 unconnected molecules or ions with the total composition C14H8Cl44IP at a distorted geometry.

The geometry in ORCA input format:
```
! RIJCOSX wB97M-V def2-TZVPD def2/J DEFGRID3
* xyz 0 1
P 0.18632 -2.94123 1.04400
C -1.26683 -4.03373 0.73939
C -2.34436 -3.38980 -0.10672
C -3.30040 -2.57966 0.68160
I -4.40478 -3.75048 2.08287
H 0.07626 -2.40410 2.33106
H -0.00518 -1.83266 0.20360
H -0.93776 -4.94632 0.31588
H -1.68082 -4.28142 1.68643
H -2.82292 -4.07776 -0.75108
H -1.83855 -2.70827 -0.75042
H -4.00821 -2.09705 0.06755
H -2.76435 -1.81579 1.17113
C -2.21903 1.27284 3.06821
Cl -1.50901 -0.33930 2.89380
Cl -3.95704 1.10246 3.32389
Cl -1.50137 2.19791 4.39409
Cl -1.93287 2.11548 1.54756
C -1.64082 2.25227 -2.46827
Cl -0.91394 0.63471 -2.38890
Cl -3.38046 2.11819 -2.23032
Cl -0.95610 3.25202 -1.17755
Cl -1.32579 2.98290 -4.05126
C 2.64234 3.71831 -3.37539
Cl 2.26703 5.20292 -2.49935
Cl 1.51543 2.45021 -2.90006
Cl 2.47585 3.99374 -5.10715
Cl 4.29322 3.21462 -3.01002
C 1.94063 0.98171 -7.87283
Cl 3.31187 -0.12045 -7.98665
Cl 2.42374 2.58079 -8.44730
Cl 0.61597 0.37846 -8.87019
Cl 1.41342 1.09448 -6.19713
C -1.24172 -3.65183 -3.68783
Cl -0.52470 -5.26115 -3.61844
Cl -2.98207 -3.77033 -3.42907
Cl -0.53342 -2.64245 -2.42485
Cl -0.92172 -2.92593 -5.26084
C -2.56700 -6.66288 5.03982
Cl -1.18521 -6.03200 4.14103
Cl -1.99605 -7.62054 6.40744
Cl -3.55862 -5.31989 5.60839
Cl -3.53392 -7.68894 3.97959
C -3.70262 -6.72535 -2.46218
Cl -2.32439 -6.06851 -3.34947
Cl -3.13200 -7.50639 -0.98748
Cl -4.79362 -5.40920 -2.03591
Cl -4.55077 -7.89871 -3.46722
C 2.15856 -1.32882 7.07711
Cl 0.88089 -0.92109 5.93155
Cl 1.47814 -2.25341 8.41194
Cl 3.40093 -2.28163 6.26403
Cl 2.86644 0.14954 7.71496
C 6.66374 5.65817 -0.76350
Cl 5.42964 4.93033 0.26349
Cl 7.56500 6.86072 0.15852
Cl 7.76581 4.40510 -1.33684
Cl 5.88711 6.43448 -2.14409
C 2.47282 8.96773 -4.06088
Cl 4.01966 8.19000 -3.72631
Cl 1.39810 8.72270 -2.68358
Cl 2.71439 10.69363 -4.32204
Cl 1.75665 8.24484 -5.50105
C 0.52589 3.69132 7.78357
Cl 0.14668 5.12353 8.73822
Cl -0.42748 2.32431 8.35851
Cl 0.14751 4.00881 6.08785
Cl 2.24591 3.33789 7.93513
*
```

The gap between HOMO and LUMO is 8.630 eV. The energy comes out at -583014.008 eV. Its HOMO energy is -8.8 eV.

For each atom in turn, the Löwdin charge in e is: atom 1 (P): 0.82, atom 2 (C): -0.50, atom 3 (C): -0.48, atom 4 (C): -0.63, atom 5 (I): 0.81, atom 6 (H): -0.16, atom 7 (H): -0.13, atom 8 (H): 0.05, atom 9 (H): -0.03, atom 10 (H): 0.02, atom 11 (H): -0.04, atom 12 (H): 0.04, atom 13 (H): -0.03, atom 14 (C): -2.02, atom 15 (Cl): 0.53, atom 16 (Cl): 0.54, atom 17 (Cl): 0.49, atom 18 (Cl): 0.50, atom 19 (C): -2.03, atom 20 (Cl): 0.48, atom 21 (Cl): 0.55, atom 22 (Cl): 0.48, atom 23 (Cl): 0.52, atom 24 (C): -2.01, atom 25 (Cl): 0.51, atom 26 (Cl): 0.47, atom 27 (Cl): 0.51, atom 28 (Cl): 0.53, atom 29 (C): -2.06, atom 30 (Cl): 0.53, atom 31 (Cl): 0.52, atom 32 (Cl): 0.53, atom 33 (Cl): 0.49, atom 34 (C): -1.89, atom 35 (Cl): 0.52, atom 36 (Cl): 0.52, atom 37 (Cl): 0.60, atom 38 (Cl): 0.58, atom 39 (C): -2.07, atom 40 (Cl): 0.52, atom 41 (Cl): 0.53, atom 42 (Cl): 0.50, atom 43 (Cl): 0.52, atom 44 (C): -1.97, atom 45 (Cl): 0.29, atom 46 (Cl): 0.55, atom 47 (Cl): 0.51, atom 48 (Cl): 0.53, atom 49 (C): -2.07, atom 50 (Cl): 0.51, atom 51 (Cl): 0.53, atom 52 (Cl): 0.53, atom 53 (Cl): 0.50, atom 54 (C): -2.06, atom 55 (Cl): 0.52, atom 56 (Cl): 0.53, atom 57 (Cl): 0.53, atom 58 (Cl): 0.47, atom 59 (C): -2.06, atom 60 (Cl): 0.48, atom 61 (Cl): 0.52, atom 62 (Cl): 0.54, atom 63 (Cl): 0.53, atom 64 (C): -2.05, atom 65 (Cl): 0.53, atom 66 (Cl): 0.53, atom 67 (Cl): 0.49, atom 68 (Cl): 0.51


3.
Density functional theory data (the ωB97M-V functional and the def2-TZVPD basis) for a molecular structure, C47H35BaN11PSe at a distorted geometry.

The geometry in ORCA input format:
```
! RIJCOSX wB97M-V def2-TZVPD def2/J DEFGRID3
* xyz -1 1
Ba 0.01002 -0.09336 -0.63864
C -3.85612 2.11248 0.05762
C -3.40326 3.43047 -0.03320
C -2.12927 3.73941 0.37557
C -1.28133 2.71936 0.84563
N -1.70244 1.44658 0.88748
C -2.96960 1.16759 0.52037
N -0.05114 3.13253 1.35648
C 1.04947 2.45662 1.50578
N 1.45035 1.22698 1.05398
C 2.76766 1.01971 1.42177
N 3.58493 0.03709 1.26461
C 3.43806 -1.14659 0.52434
C 4.51233 -2.04008 0.64501
C 4.52911 -3.19836 -0.09529
C 3.46980 -3.47156 -0.95663
C 2.44158 -2.55503 -1.01246
N 2.41604 -1.42460 -0.28840
C 3.24321 2.22378 2.16891
C 4.46760 2.52284 2.73537
C 4.59201 3.75271 3.37210
C 3.51990 4.64676 3.42961
C 2.29497 4.33183 2.85073
C 2.18722 3.10369 2.22687
H -4.85917 1.83037 -0.23212
H -4.05407 4.20954 -0.41232
H -1.74447 4.74956 0.34972
H -3.25339 0.12433 0.61859
H 5.31803 -1.77318 1.31413
H 5.36603 -3.88188 -0.01600
H 3.44293 -4.35591 -1.57826
H 1.59018 -2.72878 -1.66240
H 5.28824 1.82056 2.66993
H 5.53583 4.02782 3.82699
H 3.64875 5.59953 3.92848
H 1.45468 5.01345 2.87604
N -3.99461 0.29962 -3.52471
C -3.23501 -0.46260 -2.73024
N -2.19647 0.23295 -2.33067
C -2.36626 1.44053 -2.93871
N -3.44993 1.52924 -3.67788
C -1.37326 2.54051 -2.80281
C -1.53524 3.75341 -3.44851
N -0.63130 4.72776 -3.34017
C 0.44796 4.45997 -2.62079
C 0.63450 3.23338 -1.98610
N -0.29702 2.29096 -2.05556
H -4.84260 0.05936 -4.00528
H -3.44268 -1.49004 -2.46998
H -2.41393 3.94357 -4.05184
H 1.20509 5.23021 -2.54018
H 1.52446 3.02689 -1.40908
C 2.14586 -2.55736 3.22507
C 1.79201 -3.61254 2.39011
C 0.54851 -3.62897 1.78226
C -0.37186 -2.60574 2.02254
C 0.00106 -1.54645 2.84758
C 1.25626 -1.52034 3.44665
P -2.04858 -2.57806 1.29152
C -2.95365 -3.78696 2.33821
C -4.34673 -3.72064 2.31137
C -5.12448 -4.62654 3.01897
C -4.51524 -5.61182 3.78337
C -3.12965 -5.68006 3.83428
C -2.35681 -4.77581 3.11781
C -1.78803 -3.46628 -0.29297
C -2.32312 -4.71716 -0.58797
C -2.13025 -5.25820 -1.85622
C -1.42211 -4.52803 -2.80168
C -0.91355 -3.26962 -2.47308
C -1.06150 -2.67235 -1.21047
H 3.13017 -2.53111 3.67599
H 2.49791 -4.40973 2.19353
H 0.28251 -4.43465 1.10721
H -0.69210 -0.72731 3.00988
H 1.54045 -0.68136 4.06969
H -4.82676 -2.94647 1.72194
H -6.20480 -4.55951 2.97650
H -5.11680 -6.31741 4.34321
H -2.64611 -6.44498 4.42967
H -1.27733 -4.84147 3.16967
H -2.88665 -5.27522 0.15370
H -2.53002 -6.23601 -2.09965
H -1.26758 -4.93835 -3.79489
H -0.38500 -2.72971 -3.26285
Se 2.26469 1.28038 -3.77821
C 3.96681 0.47416 -3.58761
C 5.16474 1.19671 -3.65808
C 6.38099 0.55643 -3.50282
N 6.53087 -0.75253 -3.28238
C 5.38937 -1.44495 -3.21341
C 4.12849 -0.89764 -3.35479
H 5.13675 2.26535 -3.83172
H 7.29865 1.13644 -3.55802
H 5.48837 -2.51233 -3.03263
H 3.25736 -1.53407 -3.28357
*
```

The gap between HOMO and LUMO is 5.812 eV. The energy comes out at -141031.536 eV. Its HOMO energy is -3.9 eV.

For each atom in turn, the Löwdin charge in e is: atom 1 (Ba): 1.67, atom 2 (C): -0.09, atom 3 (C): -0.08, atom 4 (C): -0.03, atom 5 (C): -0.37, atom 6 (N): -0.01, atom 7 (C): -0.19, atom 8 (N): 0.16, atom 9 (C): -0.33, atom 10 (N): -0.06, atom 11 (C): -0.31, atom 12 (N): 0.17, atom 13 (C): -0.33, atom 14 (C): -0.02, atom 15 (C): -0.08, atom 16 (C): -0.08, atom 17 (C): -0.18, atom 18 (N): 0.01, atom 19 (C): -0.11, atom 20 (C): -0.01, atom 21 (C): -0.09, atom 22 (C): -0.09, atom 23 (C): -0.02, atom 24 (C): -0.11, atom 25 (H): 0.10, atom 26 (H): 0.11, atom 27 (H): 0.11, atom 28 (H): 0.07, atom 29 (H): 0.11, atom 30 (H): 0.11, atom 31 (H): 0.11, atom 32 (H): 0.08, atom 33 (H): 0.11, atom 34 (H): 0.09, atom 35 (H): 0.09, atom 36 (H): 0.11, atom 37 (N): 0.03, atom 38 (C): -0.14, atom 39 (N): 0.02, atom 40 (C): -0.32, atom 41 (N): 0.13, atom 42 (C): -0.22, atom 43 (C): -0.08, atom 44 (N): 0.09, atom 45 (C): -0.11, atom 46 (C): -0.22, atom 47 (N): -0.03, atom 48 (H): 0.15, atom 49 (H): 0.13, atom 50 (H): 0.11, atom 51 (H): 0.11, atom 52 (H): 0.08, atom 53 (C): -0.09, atom 54 (C): -0.09, atom 55 (C): -0.10, atom 56 (C): -0.41, atom 57 (C): -0.12, atom 58 (C): -0.09, atom 59 (P): 1.06, atom 60 (C): -0.38, atom 61 (C): -0.12, atom 62 (C): -0.10, atom 63 (C): -0.11, atom 64 (C): -0.09, atom 65 (C): -0.08, atom 66 (C): -0.47, atom 67 (C): -0.12, atom 68 (C): -0.13, atom 69 (C): -0.13, atom 70 (C): -0.21, atom 71 (C): -0.34, atom 72 (H): 0.10, atom 73 (H): 0.10, atom 74 (H): 0.11, atom 75 (H): 0.09, atom 76 (H): 0.11, atom 77 (H): 0.09, atom 78 (H): 0.10, atom 79 (H): 0.09, atom 80 (H): 0.10, atom 81 (H): 0.09, atom 82 (H): 0.09, atom 83 (H): 0.09, atom 84 (H): 0.09, atom 85 (H): 0.08, atom 86 (Se): 0.51, atom 87 (C): -0.74, atom 88 (C): -0.15, atom 89 (C): -0.19, atom 90 (N): 0.02, atom 91 (C): -0.19, atom 92 (C): -0.15, atom 93 (H): 0.08, atom 94 (H): 0.09, atom 95 (H): 0.09, atom 96 (H): 0.07